# 1
A 8-piece molecular cluster, C42H46F6O2 overall at a distorted geometry. Source: OMol25; level of theory: ωB97M-V/def2-TZVPD.

Geometry as XYZ:
```
96
Properties=species:S:1:pos:R:3:lowdin_charge:R:1
F -1.8065 5.8065 0.3365 0.03
C -2.4672 4.9271 1.1370 -0.26
C -3.0490 5.4087 2.2730 -0.02
C -3.7903 4.5139 3.0383 -0.10
C -4.0033 3.2327 2.6142 -0.09
C -3.3467 2.7199 1.4478 -0.07
C -2.5775 3.5778 0.7044 -0.02
H -3.0115 6.4480 2.5690 0.12
H -4.3630 4.8178 3.9031 0.11
H -4.8387 2.6819 3.1205 0.11
H -3.4846 1.6878 1.0766 0.10
H -2.0992 3.2426 -0.1974 0.10
F 1.6835 -1.4562 0.3075 0.04
C 0.3903 -1.0936 0.1240 -0.30
C -0.6186 -1.8830 0.5756 -0.01
C -1.9239 -1.4911 0.3117 -0.08
C -2.1833 -0.4250 -0.5175 -0.09
C -1.1017 0.3531 -0.9729 -0.10
C 0.1959 0.0061 -0.6750 -0.05
H -0.3617 -2.8374 1.0495 0.13
H -2.6956 -2.1607 0.6595 0.10
H -3.2175 -0.1406 -0.7997 0.12
H -1.3684 1.1485 -1.6361 0.10
H 1.0177 0.5842 -1.0843 0.12
F -1.5681 -3.2369 -4.2260 0.04
C -0.3548 -2.6960 -4.4941 -0.26
C 0.0439 -1.6925 -3.6297 0.01
C 1.2772 -1.0768 -3.8847 -0.10
C 2.0104 -1.3649 -4.9526 -0.11
C 1.5546 -2.3134 -5.8417 -0.08
C 0.4080 -3.0311 -5.6082 -0.01
H -0.5712 -1.3751 -2.7901 0.09
H 1.5511 -0.2972 -3.1611 0.10
H 2.9004 -0.7723 -5.1454 0.11
H 2.0619 -2.4396 -6.7448 0.09
H 0.1512 -3.7908 -6.3274 0.12
F 6.1648 -3.0948 -5.0192 0.03
C 5.6763 -2.1342 -4.1678 -0.29
C 4.8329 -2.5689 -3.1638 -0.02
C 4.3905 -1.6171 -2.2487 -0.10
C 4.8545 -0.3010 -2.3067 -0.09
C 5.7377 0.1169 -3.3329 -0.06
C 6.1216 -0.8452 -4.2975 -0.03
H 4.3941 -3.5460 -3.1234 0.12
H 3.5545 -1.9359 -1.5886 0.11
H 4.4802 0.3619 -1.5041 0.10
H 6.1795 1.0943 -3.3833 0.09
H 6.7517 -0.5340 -5.1763 0.13
F -0.8424 -7.8103 0.9525 0.05
C -1.6272 -6.8436 0.4214 -0.27
C -1.0621 -5.9007 -0.4260 -0.02
C -1.9265 -4.9686 -0.9628 -0.10
C -3.2771 -5.0073 -0.6927 -0.10
C -3.8097 -6.0455 0.0570 -0.10
C -3.0017 -6.9716 0.6237 -0.03
H -0.0502 -6.0807 -0.7142 0.11
H -1.4160 -4.2379 -1.6504 0.12
H -3.9603 -4.2666 -1.1634 0.12
H -4.8526 -6.2288 0.0995 0.10
H -3.3612 -7.8965 1.0898 0.13
F -4.7567 -0.1743 4.0593 0.03
C -3.6319 -0.9582 4.1713 -0.25
C -3.7103 -2.3144 3.8387 -0.04
C -2.6182 -3.1004 3.9556 -0.09
C -1.5029 -2.6283 4.6576 -0.08
C -1.5034 -1.3405 5.1418 -0.09
C -2.5468 -0.4796 4.8581 -0.03
H -4.6529 -2.6542 3.3824 0.13
H -2.7143 -4.0548 3.5223 0.09
H -0.6379 -3.2278 4.7849 0.09
H -0.6333 -0.9889 5.6624 0.10
H -2.6703 0.4927 5.3234 0.12
C 0.2126 1.9189 2.9531 -0.05
C 1.7169 2.2457 2.9764 -0.49
C 2.4448 1.0920 2.2964 -0.07
O 2.0783 3.4936 2.3764 -0.09
H -0.1293 1.9171 1.9215 0.06
H -0.3267 2.6690 3.4647 0.06
H 0.0166 0.8899 3.3472 0.08
H 2.0566 2.3593 4.0321 0.14
H 2.2543 0.2297 3.0371 0.11
H 3.5229 1.2879 2.2049 0.08
H 2.0784 0.9094 1.2653 0.06
H 1.8438 3.4580 1.4020 0.08
C 1.7083 6.2476 -1.6924 -0.06
C 1.9882 5.4939 -0.4516 -0.47
C 1.6209 6.3113 0.8112 -0.04
O 1.2173 4.2714 -0.4749 -0.07
H 2.4012 7.0465 -1.8513 0.08
H 0.7375 6.5907 -1.8561 0.06
H 1.9004 5.4702 -2.4810 0.10
H 2.9948 5.1150 -0.4027 0.14
H 2.0401 7.3490 0.8429 0.09
H 1.9101 5.7304 1.7479 0.08
H 0.5658 6.4371 0.9123 0.05
H 0.3299 4.5750 -0.6213 0.06
```

Properties
2S+1 ... 1
Molecular weight ... 696.8 g mol⁻¹
E_HOMO ... -9.28 eV
Max |F| ... 4.018 eV Å⁻¹

=====

# 2
One molecule with the formula C10H22N2O at a distorted geometry. Source: OMol25; level of theory: ωB97M-V/def2-TZVPD.

Geometry as XYZ:
```
35
Properties=species:S:1:pos:R:3:nbo_charge:R:1
H -2.5736 -1.4554 -1.8436 0.34
N -1.6615 -1.0453 -1.6619 -0.84
C -1.3098 -0.9404 -0.4229 0.71
O -2.0365 -1.3948 0.6115 -0.52
C -3.3484 -1.9391 0.3211 -0.26
N -0.1528 -0.2743 -0.1744 -0.46
C 0.4266 -0.2923 1.1732 -0.21
C 1.0622 -1.6464 1.6331 -0.41
C 2.1489 -2.3121 0.7547 -0.40
C 3.4284 -1.5150 0.5399 -0.61
C 0.5807 0.5236 -1.1929 -0.19
C -0.1711 1.8246 -1.4733 -0.42
C -0.4537 2.6657 -0.2314 -0.39
C -0.7746 4.1398 -0.5514 -0.60
H -3.2910 -2.6224 -0.5463 0.19
H -4.0105 -1.1200 0.0121 0.19
H -3.7781 -2.4820 1.1950 0.21
H -0.4210 -0.0998 1.8662 0.21
H 1.1446 0.5474 1.3388 0.20
H 1.4417 -1.5643 2.6700 0.20
H 0.2379 -2.3434 1.6296 0.21
H 1.6988 -2.5559 -0.1798 0.20
H 2.4770 -3.2624 1.2341 0.20
H 4.1135 -1.6728 1.3889 0.20
H 3.2075 -0.4381 0.5219 0.19
H 3.9601 -1.7776 -0.3812 0.21
H 0.6621 -0.0796 -2.1425 0.23
H 1.5776 0.7524 -0.8763 0.20
H 0.3099 2.3877 -2.2589 0.20
H -1.1591 1.5632 -1.8127 0.22
H -1.2646 2.2191 0.3613 0.20
H 0.4774 2.6699 0.3911 0.18
H -1.6877 4.2024 -1.1676 0.20
H 0.0375 4.6002 -1.0840 0.20
H -0.8985 4.7375 0.3585 0.21
```

Properties
2S+1 ... 1
Molecular weight ... 186.3 g mol⁻¹
E_HOMO ... -8.25 eV
Energy relative to the best compared isomer or geometry (same formula, charge and spin) ... 0.0 kJ/mol
Max |F| ... 3.343 eV Å⁻¹

=====

Question: E_HOMO of number 2 (C10H22N2O)?
Answer: -8.25 eV

=====

Question: What is the 2S+1 in the first record?
Answer: 1

=====

What did the second record say?
One molecule with the formula C10H22N2O at a distorted geometry. Source: OMol25; level of theory: ωB97M-V/def2-TZVPD.

Geometry as XYZ:
```
35
Properties=species:S:1:pos:R:3:nbo_charge:R:1
H -2.5736 -1.4554 -1.8436 0.34
N -1.6615 -1.0453 -1.6619 -0.84
C -1.3098 -0.9404 -0.4229 0.71
O -2.0365 -1.3948 0.6115 -0.52
C -3.3484 -1.9391 0.3211 -0.26
N -0.1528 -0.2743 -0.1744 -0.46
C 0.4266 -0.2923 1.1732 -0.21
C 1.0622 -1.6464 1.6331 -0.41
C 2.1489 -2.3121 0.7547 -0.40
C 3.4284 -1.5150 0.5399 -0.61
C 0.5807 0.5236 -1.1929 -0.19
C -0.1711 1.8246 -1.4733 -0.42
C -0.4537 2.6657 -0.2314 -0.39
C -0.7746 4.1398 -0.5514 -0.60
H -3.2910 -2.6224 -0.5463 0.19
H -4.0105 -1.1200 0.0121 0.19
H -3.7781 -2.4820 1.1950 0.21
H -0.4210 -0.0998 1.8662 0.21
H 1.1446 0.5474 1.3388 0.20
H 1.4417 -1.5643 2.6700 0.20
H 0.2379 -2.3434 1.6296 0.21
H 1.6988 -2.5559 -0.1798 0.20
H 2.4770 -3.2624 1.2341 0.20
H 4.1135 -1.6728 1.3889 0.20
H 3.2075 -0.4381 0.5219 0.19
H 3.9601 -1.7776 -0.3812 0.21
H 0.6621 -0.0796 -2.1425 0.23
H 1.5776 0.7524 -0.8763 0.20
H 0.3099 2.3877 -2.2589 0.20
H -1.1591 1.5632 -1.8127 0.22
H -1.2646 2.2191 0.3613 0.20
H 0.4774 2.6699 0.3911 0.18
H -1.6877 4.2024 -1.1676 0.20
H 0.0375 4.6002 -1.0840 0.20
H -0.8985 4.7375 0.3585 0.21
```

Properties
2S+1 ... 1
Molecular weight ... 186.3 g mol⁻¹
E_HOMO ... -8.25 eV
Energy relative to the best compared isomer or geometry (same formula, charge and spin) ... 0.0 kJ/mol
Max |F| ... 3.343 eV Å⁻¹